# 1
Molecular formula: C31H33MnN2Si2
Method: DFT, ωB97M-V/def2-TZVPD

The calculation puts the energy relative to the best compared isomer or geometry (same formula, charge and spin) at 0.332 eV. The lowest unoccupied orbital energy (alpha / beta) comes out at 0.19 / 0.26 eV. For the electronic energy, the calculation gives -3040.54809 Ha. The frontier orbital gap (alpha / beta) is 7.97 / 8.18 eV.

Geometry as ORCA input:
```
! RIJCOSX wB97M-V def2-TZVPD def2/J DEFGRID3
* xyz 0 5
Mn 0.029 -0.115 -0.251
C 0.119 -2.260 -0.752
C 1.141 -1.959 0.186
C 0.523 -1.564 1.403
C -0.865 -1.540 1.192
C -1.121 -1.970 -0.144
H 0.262 -2.712 -1.720
H 2.188 -2.175 0.051
H 1.030 -1.379 2.335
H -1.622 -1.351 1.937
H -2.094 -2.185 -0.559
C 4.971 2.596 -2.332
Si 3.189 2.693 -2.947
C 3.080 2.075 -4.723
C 2.523 4.455 -2.866
C 2.136 1.645 -1.854
C 1.338 1.005 -1.184
H 5.641 3.195 -2.953
H 5.327 1.565 -2.354
H 5.055 2.958 -1.305
H 3.777 2.610 -5.371
H 2.071 2.226 -5.111
H 3.309 1.009 -4.788
H 3.099 5.132 -3.502
H 2.547 4.848 -1.848
H 1.485 4.473 -3.206
C -5.808 -0.589 0.082
C -5.390 -0.692 -1.237
C -4.191 -0.116 -1.638
C -3.386 0.576 -0.733
C -3.828 0.671 0.589
C -5.023 0.099 0.997
Si -1.668 1.265 -1.218
C -1.664 1.274 -3.128
C -0.850 0.401 -3.852
C -0.841 0.413 -5.240
C -1.639 1.313 -5.930
C -2.458 2.186 -5.226
C -2.471 2.162 -3.839
C -1.712 3.114 -0.741
C -0.538 3.871 -0.790
C -0.546 5.226 -0.500
C -1.731 5.854 -0.139
C -2.905 5.118 -0.084
C -2.895 3.763 -0.389
H -6.739 -1.044 0.396
H -6.001 -1.222 -1.957
H -3.873 -0.202 -2.671
H -3.223 1.212 1.310
H -5.342 0.187 2.029
H -0.209 -0.291 -3.317
H -0.202 -0.274 -5.783
H -1.624 1.336 -7.012
H -3.086 2.890 -5.760
H -3.115 2.845 -3.295
H 0.391 3.381 -1.065
H 0.375 5.795 -0.546
H -1.740 6.913 0.088
H -3.834 5.601 0.194
H -3.822 3.201 -0.356
N 1.476 2.171 1.711
C 1.399 3.324 2.404
C 0.105 3.424 2.855
C -0.533 2.278 2.357
N 0.312 1.516 1.678
H 2.247 1.817 1.171
H 2.247 3.976 2.524
H -0.333 4.222 3.429
H -1.560 1.981 2.484
*
```

natural (NBO) atomic charge list, values in e, 8 entries:
1 Mn 1.0629
2 C -0.3669
3 C -0.3361
4 C -0.3255
5 C -0.3385
6 C -0.3179
7 H 0.2488
8 H 0.2471

# 2
Molecular formula: C33H40N4P2Pt
Method: DFT, ωB97M-V/def2-TZVPD

The lowest unoccupied orbital energy (alpha / beta) comes out at -5.85 / -9.68 eV. For the electronic energy, the calculation gives -2301.67324 Ha. The frontier orbital gap (alpha / beta) is 4.34 / 3.60 eV.

Geometry as ORCA input:
```
! RIJCOSX wB97M-V def2-TZVPD def2/J DEFGRID3
* xyz 2 5
Pt -0.867 0.466 1.567
C 1.466 -2.980 -2.928
C 2.290 -1.939 -2.743
C 2.480 -0.764 -3.656
C 1.261 -0.241 -4.449
C -0.055 -0.156 -3.724
C -0.762 -1.159 -3.160
C -0.882 -2.527 -3.731
C 0.492 -3.161 -4.054
C -2.810 0.924 2.178
H 1.522 -3.843 -2.255
H 3.065 -2.000 -1.974
H 3.272 -0.982 -4.397
H 2.890 0.054 -3.043
H 1.520 0.790 -4.744
H 1.157 -0.814 -5.381
H -0.505 0.848 -3.820
H -1.358 -0.989 -2.253
H -1.508 -2.515 -4.647
H -1.414 -3.162 -2.997
H 0.335 -4.240 -4.207
H 0.880 -2.742 -4.992
H -3.061 0.179 2.946
H -3.550 0.918 1.374
H -2.762 1.910 2.657
P -1.192 1.569 -0.336
P 1.214 -0.159 0.992
N -2.537 1.082 -1.326
N -1.508 3.280 -0.335
N 1.216 -1.848 0.556
N 2.556 0.012 2.075
C 0.385 1.360 -1.212
C 1.621 0.903 -0.410
C -3.389 0.024 -0.972
C -4.371 -0.097 -1.934
C -4.103 0.872 -2.949
C -2.986 1.593 -2.553
C -2.600 3.844 0.347
C -2.487 5.224 0.297
C -1.322 5.535 -0.470
C -0.753 4.333 -0.863
C 0.030 -2.598 0.584
C 0.341 -3.941 0.398
C 1.758 -4.036 0.234
C 2.252 -2.737 0.265
C 3.748 -0.711 2.254
C 4.431 -0.182 3.340
C 3.666 0.918 3.833
C 2.559 1.048 3.019
H 0.604 2.270 -1.787
H 0.165 0.573 -1.947
H 2.326 0.359 -1.056
H 2.123 1.784 0.021
H -3.238 -0.504 -0.043
H -5.186 -0.802 -1.894
H -4.653 1.000 -3.870
H -2.476 2.421 -3.024
H -3.331 3.213 0.831
H -3.138 5.928 0.792
H -0.921 6.518 -0.673
H 0.134 4.127 -1.446
H -0.922 -2.127 0.768
H -0.376 -4.744 0.382
H 2.326 -4.953 0.104
H 3.249 -2.376 0.054
H 4.009 -1.531 1.608
H 5.369 -0.533 3.749
H 3.891 1.536 4.694
H 1.750 1.761 3.045
C -0.137 -0.264 6.371
C -0.385 1.023 5.871
C -0.578 1.211 4.492
C -0.546 0.119 3.634
C -0.278 -1.156 4.103
C -0.068 -1.343 5.485
H -0.022 -0.417 7.452
H -0.443 1.877 6.548
H -0.763 2.199 4.071
H -0.237 -1.982 3.401
H 0.127 -2.347 5.862
*
```

Löwdin atomic charge list, values in e, 8 entries:
1 Pt 0.7826
2 C -0.0850
3 C -0.1222
4 C -0.1838
5 C -0.1703
6 C -0.1421
7 C -0.1322
8 C -0.1670

# 3
Molecular formula: C19H28ClNO3
Method: DFT, ωB97M-V/def2-TZVPD

The lowest unoccupied orbital energy comes out at -1.29 eV. For the electronic energy, the calculation gives -1481.25686 Ha. The frontier orbital gap is 8.22 eV.

Geometry as ORCA input:
```
! RIJCOSX wB97M-V def2-TZVPD def2/J DEFGRID3
* xyz 0 1
C 3.044 -2.320 1.530
C 4.459 -1.798 0.949
C 4.587 -0.240 1.310
C 3.789 0.732 0.272
C 3.835 2.203 0.918
C 2.670 3.194 0.444
C 1.194 2.564 0.424
C 0.863 1.549 1.605
C 1.212 1.711 3.104
Cl 2.055 3.204 3.702
C 0.814 0.552 4.093
C 0.062 -0.738 3.642
C -0.334 -0.905 2.157
C 0.090 0.244 1.206
C -0.464 -0.234 -0.203
O -0.600 0.353 -1.303
N -0.910 -1.617 -0.037
C -1.096 -2.057 1.369
O -1.662 -3.080 1.802
H 3.185 -3.033 2.415
H 2.424 -1.413 1.871
H 2.489 -2.811 0.648
H 5.272 -2.354 1.560
H 4.647 -2.056 -0.146
H 5.686 0.103 1.438
H 4.117 -0.096 2.360
H 4.411 0.706 -0.694
H 2.742 0.337 0.046
H 4.831 2.679 0.563
H 3.939 2.078 2.047
H 2.709 4.140 1.100
H 2.904 3.557 -0.629
H 1.011 2.112 -0.616
H 0.457 3.450 0.541
H 1.108 0.683 5.189
H -0.211 -1.566 4.380
H -1.646 -1.935 -0.698
C -5.154 -1.393 -4.856
C -5.742 -0.171 -4.171
O -6.088 -0.394 -2.812
C -5.030 -0.774 -1.942
C -3.915 0.255 -1.859
H -5.848 -2.236 -4.797
H -4.950 -1.179 -5.908
H -4.217 -1.710 -4.392
H -6.666 0.110 -4.685
H -5.070 0.688 -4.255
H -4.639 -1.755 -2.231
H -5.472 -0.896 -0.951
H -3.424 0.405 -2.822
H -3.154 -0.067 -1.144
H -4.310 1.222 -1.537
*
```

natural (NBO) atomic charge list, values in e, 8 entries:
1 C -0.6342
2 C -0.4155
3 C -0.3958
4 C -0.4202
5 C -0.4193
6 C -0.4039
7 C -0.4731
8 C -0.0022

# 4
Molecular formula: C4H13N3
Method: DFT, ωB97M-V/def2-TZVPD

The calculation puts the energy relative to the best compared isomer or geometry (same formula, charge and spin) at 5.426 eV. The lowest unoccupied orbital energy comes out at -9.35 eV. For the electronic energy, the calculation gives -323.69360 Ha. The frontier orbital gap is 8.83 eV.

Geometry as ORCA input:
```
! RIJCOSX wB97M-V def2-TZVPD def2/J DEFGRID3
* xyz 2 1
C 1.909 -0.358 -1.386
C -2.243 1.182 2.549
C -0.984 1.578 1.880
C -0.289 0.859 0.801
N 2.234 -0.704 -2.664
N 0.851 -0.831 -0.726
N 0.136 -1.939 -1.326
H 2.279 0.535 -0.811
H -3.075 1.878 2.456
H -2.830 0.427 2.110
H -2.118 1.368 3.578
H -0.535 2.465 2.379
H -0.867 0.158 0.149
H 0.545 0.489 1.368
H 0.018 1.562 0.147
H 3.119 -0.443 -3.012
H 2.061 -1.656 -2.913
H -0.861 -1.881 -1.037
H 0.617 -2.902 -1.138
H 0.034 -1.788 -2.403
*
```

natural (NBO) atomic charge list, values in e, 8 entries:
1 C 0.3190
2 C -0.7919
3 C 0.4276
4 C -0.7117
5 N -0.7550
6 N -0.4128
7 N -0.5812
8 H 0.2531

# 5
Molecular formula: C48H126N10O14
Method: DFT, ωB97M-V/def2-TZVPD

The calculation puts the energy relative to the best compared isomer or geometry (same formula, charge and spin) at 7.016 eV. The lowest unoccupied orbital energy comes out at 0.28 eV. For the electronic energy, the calculation gives -3504.85608 Ha. The frontier orbital gap is 9.09 eV.

Geometry as ORCA input:
```
! RIJCOSX wB97M-V def2-TZVPD def2/J DEFGRID3
* xyz 0 1
C -7.293 -5.880 3.072
O -5.945 -5.457 3.237
C -5.523 -4.792 2.036
C -4.005 -4.546 2.231
N -3.233 -5.846 2.172
C -1.790 -5.578 2.307
C -1.046 -6.785 1.796
O -1.166 -7.922 2.655
C -0.055 -8.830 2.660
H -8.036 -5.085 3.016
H -7.621 -6.466 3.930
H -7.391 -6.541 2.210
H -6.115 -3.886 1.906
H -5.767 -5.324 1.116
H -3.726 -4.108 3.189
H -3.609 -3.827 1.514
H -3.482 -6.384 2.989
H -1.597 -5.309 3.346
H -1.522 -4.743 1.660
H -0.022 -6.414 1.852
H -1.177 -7.095 0.759
H -0.213 -9.773 3.183
H 0.859 -8.301 2.930
H 0.101 -9.298 1.687
C -1.596 0.036 -2.653
O -0.726 -0.881 -2.029
C 0.665 -0.585 -2.171
C 1.215 0.674 -1.419
N 0.933 0.559 -0.015
C 1.020 1.848 0.698
C 0.436 1.535 2.087
O -0.917 1.286 2.004
C -1.497 0.869 3.261
H -1.518 -0.067 -3.735
H -1.395 1.080 -2.416
H -2.620 -0.181 -2.348
H 0.981 -0.378 -3.193
H 1.311 -1.421 -1.901
H 0.648 1.514 -1.820
H 2.279 0.860 -1.568
H -0.058 0.379 0.067
H 0.371 2.600 0.250
H 2.015 2.288 0.766
H 0.500 2.396 2.752
H 0.892 0.651 2.533
H -2.568 0.724 3.120
H -1.376 1.633 4.028
H -1.125 -0.129 3.493
C 6.598 3.009 3.335
O 7.151 2.791 2.038
C 7.459 3.933 1.307
C 8.289 3.507 0.089
N 7.411 2.888 -0.911
C 8.274 2.657 -2.073
C 7.533 1.802 -3.087
O 8.539 1.366 -3.960
C 7.968 0.722 -5.158
H 5.535 3.250 3.329
H 7.207 3.585 4.032
H 6.658 2.044 3.839
H 8.071 4.629 1.881
H 6.559 4.490 1.045
H 9.062 2.829 0.451
H 8.675 4.456 -0.282
H 7.329 1.947 -0.553
H 9.167 2.114 -1.763
H 8.565 3.603 -2.531
H 6.920 2.482 -3.678
H 6.965 0.962 -2.687
H 7.745 1.507 -5.881
H 7.106 0.090 -4.949
H 8.765 0.145 -5.628
C 1.082 -0.270 10.125
O 1.276 -1.340 9.249
C 0.979 -2.586 9.875
C 1.441 -3.803 9.064
N 1.026 -4.989 9.707
C 1.269 -6.084 8.775
C 0.816 -7.407 9.429
O 1.599 -7.678 10.599
C 1.370 -8.921 11.232
H 1.152 0.646 9.538
H 1.741 -0.179 10.989
H 0.112 -0.224 10.620
H -0.089 -2.517 10.078
H 1.388 -2.622 10.884
H 2.520 -3.762 8.915
H 1.049 -3.790 8.047
H 0.029 -5.030 9.867
H 2.283 -6.104 8.376
H 0.542 -5.995 7.967
H 0.921 -8.233 8.725
H -0.238 -7.408 9.705
H 0.344 -9.089 11.558
H 1.984 -8.793 12.123
H 1.751 -9.745 10.627
C 5.205 -3.603 2.979
C 5.973 -3.485 1.641
C 5.611 -4.513 0.539
O 5.951 -5.816 0.984
C 5.796 -6.792 -0.080
N 6.003 -2.147 1.084
H 4.142 -3.376 2.888
H 5.488 -2.868 3.733
H 5.328 -4.583 3.439
H 7.009 -3.748 1.856
H 6.209 -4.339 -0.356
H 4.557 -4.502 0.260
H 5.967 -7.819 0.243
H 6.465 -6.610 -0.921
H 4.793 -6.775 -0.506
H 6.256 -1.567 1.872
H 5.043 -1.943 0.844
C 3.218 13.165 -1.020
C 4.400 12.195 -1.108
C 4.293 10.941 -2.017
O 3.029 10.396 -1.659
C 2.637 9.296 -2.520
N 5.608 12.935 -1.329
H 3.426 14.096 -0.494
H 2.338 12.618 -0.682
H 3.022 13.518 -2.032
H 4.489 11.803 -0.095
H 5.035 10.161 -1.852
H 4.322 11.176 -3.081
H 3.206 8.374 -2.400
H 2.617 9.561 -3.577
H 1.576 9.104 -2.362
H 6.385 12.356 -1.044
H 5.824 12.977 -2.315
C -0.720 0.949 -14.289
C -1.627 1.194 -13.119
C -3.007 0.572 -13.290
O -3.825 0.655 -12.118
C -4.994 -0.102 -12.132
N -0.897 0.618 -11.986
H -1.202 1.307 -15.199
H -0.493 -0.112 -14.396
H 0.217 1.504 -14.241
H -1.653 2.280 -13.029
H -2.863 -0.469 -13.578
H -3.452 1.074 -14.149
H -5.615 0.118 -13.001
H -5.491 0.170 -11.200
H -4.937 -1.190 -12.108
H -0.438 -0.232 -12.281
H -1.469 0.245 -11.242
C -4.622 -7.347 -5.245
C -5.184 -7.071 -3.865
C -6.009 -8.215 -3.255
O -7.205 -8.318 -3.967
C -8.153 -9.141 -3.243
N -4.012 -6.769 -3.074
H -5.463 -7.510 -5.919
H -3.933 -8.188 -5.320
H -4.091 -6.435 -5.517
H -5.956 -6.302 -3.894
H -6.242 -7.983 -2.216
H -5.401 -9.115 -3.174
H -7.727 -10.089 -2.915
H -8.833 -9.463 -4.032
H -8.714 -8.600 -2.481
H -3.547 -5.902 -3.303
H -4.153 -6.768 -2.074
C -3.520 6.945 4.442
C -3.371 8.112 3.464
C -1.853 8.350 2.970
O -1.081 8.553 4.128
C 0.331 8.434 3.927
N -4.248 8.014 2.367
H -4.564 6.770 4.702
H -2.979 7.063 5.381
H -3.128 6.068 3.927
H -3.634 9.029 3.991
H -1.810 9.219 2.313
H -1.519 7.463 2.432
H 0.663 7.702 3.190
H 0.814 8.215 4.879
H 0.644 9.406 3.547
H -4.127 8.790 1.732
H -5.232 8.101 2.576
C -6.960 2.950 -0.374
C -5.843 2.978 -1.415
C -6.171 3.477 -2.878
O -7.005 2.493 -3.435
C -7.417 2.888 -4.791
N -4.726 3.724 -0.870
H -6.601 2.605 0.596
H -7.782 2.296 -0.664
H -7.374 3.942 -0.193
H -5.382 1.998 -1.545
H -5.276 3.767 -3.428
H -6.798 4.359 -2.749
H -8.277 2.271 -5.050
H -6.576 2.735 -5.468
H -7.632 3.957 -4.781
H -5.075 4.571 -0.445
H -4.392 3.224 -0.059
*
```

Löwdin atomic charge list, values in e, 8 entries:
1 C -0.1232
2 O -0.1875
3 C -0.2107
4 C -0.1777
5 N -0.0593
6 C -0.2162
7 C -0.2286
8 O -0.1948

# 6
Molecular formula: C32H21CuN7O3
Method: DFT, ωB97M-V/def2-TZVPD

The lowest unoccupied orbital energy comes out at -3.55 eV. For the electronic energy, the calculation gives -3481.35399 Ha. The frontier orbital gap is 6.29 eV.

Geometry as ORCA input:
```
! RIJCOSX wB97M-V def2-TZVPD def2/J DEFGRID3
* xyz 1 1
Cu -1.972 -1.807 0.055
C 8.366 7.400 -0.166
O 6.979 7.665 -0.129
C 6.125 6.624 -0.104
C 6.531 5.287 -0.108
C 5.594 4.277 -0.084
C 4.229 4.566 -0.056
C 3.824 5.909 -0.048
C 4.753 6.921 -0.071
C 3.234 3.524 -0.040
N 1.933 3.728 -0.033
C 1.360 2.503 -0.019
C 2.344 1.508 -0.020
N 3.528 2.181 -0.034
C 2.037 0.130 0.004
C 2.997 -0.894 0.001
C 2.563 -2.193 0.066
C 1.191 -2.444 0.130
N 0.263 -1.511 0.103
C 0.659 -0.228 0.041
C -0.363 0.788 0.037
N -1.647 0.382 0.083
C -2.581 1.309 0.100
C -2.334 2.682 0.053
C -1.034 3.119 0.003
C -0.017 2.161 0.003
H 8.863 8.367 -0.183
H 8.644 6.843 -1.067
H 8.694 6.850 0.722
H 7.577 5.029 -0.131
H 5.948 3.255 -0.090
H 2.768 6.128 -0.024
H 4.447 7.956 -0.066
H 4.447 1.769 -0.031
H 4.053 -0.666 -0.046
H 3.261 -3.014 0.072
H 0.863 -3.464 0.220
H -3.601 0.973 0.163
H -3.156 3.377 0.060
H -0.774 4.166 -0.031
O -5.065 -8.455 0.041
N -5.858 -7.541 0.048
O -7.059 -7.672 0.050
C -5.363 -6.168 0.052
C -6.317 -5.194 0.053
C -5.981 -3.819 0.049
C -6.950 -2.803 0.053
C -6.522 -1.499 0.029
C -5.151 -1.232 0.000
N -4.220 -2.158 0.012
C -4.620 -3.442 0.036
C -3.610 -4.460 0.032
N -2.335 -4.035 -0.007
C -1.380 -4.937 -0.029
C -1.617 -6.309 0.019
C -2.911 -6.768 0.057
C -3.966 -5.836 0.049
H -7.357 -5.486 0.053
H -8.001 -3.046 0.069
H -7.225 -0.684 0.029
H -4.821 -0.207 -0.043
H -0.369 -4.581 -0.096
H -0.791 -7.000 0.020
H -3.109 -7.827 0.084
*
```

natural (NBO) atomic charge list, values in e, 8 entries:
1 Cu 0.8371
2 C -0.2576
3 O -0.4752
4 C 0.3383
5 C -0.3290
6 C -0.0973
7 C -0.1743
8 C -0.1312